(1)
Entry from OMol25: a molecular structure, C30H49F2NO24P3S2V (the ωB97M-V functional and the def2-TZVPD basis).

ORCA input file:
```
! wB97M-V def2-TZVPD RIJCOSX def2/J DEFGRID3
* xyz -2 3
V -0.689 -0.898 -1.471
N -1.105 0.931 -0.893
S -2.325 1.583 -0.181
O -3.221 2.462 -0.929
O -2.355 1.603 1.284
F -3.284 0.288 -0.659
S -0.140 2.393 -0.813
O 0.325 2.699 0.555
O -0.433 3.536 -1.624
F 1.124 1.920 -1.677
C 2.673 -0.045 -4.232
C 1.800 -0.437 -3.106
C 2.394 -0.992 -1.848
O 1.505 -1.151 -0.964
C 3.862 -1.302 -1.841
C 4.622 -0.944 -2.943
C 3.997 -0.197 -4.116
O 4.741 0.238 -5.123
O 5.831 -1.221 -2.881
O 0.572 -0.331 -3.105
H 2.329 0.461 -5.122
H 4.249 -1.912 -1.039
C -0.774 -5.038 -2.403
C -1.667 -5.999 -1.980
C -3.036 -5.599 -1.433
O -4.040 -6.468 -1.347
C -3.312 -4.311 -1.060
C -2.311 -3.329 -1.299
C -1.009 -3.670 -2.105
O -0.306 -2.765 -2.576
O -2.391 -2.160 -0.869
O -1.210 -7.170 -2.342
H 0.160 -5.316 -2.869
H -4.260 -3.999 -0.647
C 0.839 5.346 3.001
C 2.261 4.764 2.908
O 3.149 5.336 3.864
P 3.793 4.398 5.028
O 4.544 3.265 4.543
O 4.687 5.447 5.920
C 5.906 4.950 6.423
C 6.275 5.653 7.709
O 2.523 4.149 6.011
C 2.725 3.243 7.103
C 2.123 1.873 6.737
H 0.196 4.962 3.793
H 1.052 6.411 3.097
H 0.315 5.118 2.074
H 2.241 3.678 2.996
H 2.674 4.920 1.912
H 5.852 3.864 6.500
H 6.565 5.074 5.564
H 6.096 5.005 8.568
H 7.294 5.992 7.524
H 5.793 6.614 7.890
H 3.767 3.187 7.420
H 2.230 3.655 7.982
H 2.356 1.224 7.582
H 1.053 1.856 6.945
H 2.223 1.320 5.803
C 1.157 -5.195 0.610
C 1.133 -3.898 1.324
O -0.126 -3.566 1.893
P -0.452 -2.049 2.057
O -0.576 -1.373 0.711
O -1.818 -2.044 2.984
C -3.015 -1.617 2.359
C -4.231 -1.967 3.346
O 0.654 -1.543 3.093
C 0.912 -0.201 3.304
C 2.274 0.220 2.808
H 0.520 -5.920 1.117
H 0.878 -5.144 -0.442
H 2.148 -5.648 0.571
H 1.850 -3.821 2.142
H 1.282 -3.138 0.557
H -2.979 -0.528 2.377
H -3.079 -2.244 1.469
H -5.098 -2.065 2.693
H -4.121 -3.011 3.640
H -4.348 -1.172 4.083
H 0.244 0.590 2.964
H 0.812 -0.112 4.386
H 2.280 0.145 1.720
H 2.721 1.149 3.162
H 3.116 -0.395 3.128
C -2.859 3.204 -5.994
C -3.093 1.746 -6.050
O -2.958 1.210 -4.736
P -2.630 -0.410 -4.418
O -2.044 -0.649 -3.039
O -4.062 -1.196 -4.652
C -4.954 -1.394 -3.584
C -6.398 -1.248 -4.276
O -1.573 -0.880 -5.549
C -1.290 -2.219 -5.819
C -0.889 -2.252 -7.279
H -3.470 3.614 -6.798
H -3.389 3.533 -5.099
H -1.830 3.560 -5.942
H -4.144 1.659 -6.326
H -2.487 1.264 -6.817
H -4.771 -2.382 -3.160
H -4.898 -0.648 -2.792
H -7.224 -1.402 -3.581
H -6.608 -0.272 -4.712
H -6.418 -2.057 -5.007
H -0.583 -2.728 -5.164
H -2.236 -2.710 -5.594
H -1.651 -2.193 -8.055
H -0.067 -1.538 -7.342
H -0.462 -3.228 -7.508
*
```

HOMO level (spin up / spin down)   -2.38 / -2.34 eV
Max |F|   0.1879 hartree/bohr
⟨S²⟩   2.014
LUMO energy (spin up / spin down)   3.091 / 3.091 eV
HOMO-LUMO gap (spin up / spin down)   5.47 / 5.43 eV

***

(2)
Entry from OMol25: 6 unconnected molecules or ions with the total composition C30H50BrIN3O15 (the ωB97M-V functional and the def2-TZVPD basis).

ORCA input file:
```
! wB97M-V def2-TZVPD RIJCOSX def2/J DEFGRID3
* xyz 1 1
C 2.080 1.427 1.001
C 2.223 2.008 -0.555
Br 1.420 3.820 -0.819
C 1.741 0.867 -1.628
C 0.203 1.023 -2.170
C -0.182 -0.445 -2.873
C -0.502 -1.596 -1.749
N -1.537 -1.167 -0.698
C -1.949 0.236 -1.181
N -3.204 0.492 -1.676
C -3.529 1.883 -2.175
C -4.335 2.657 -0.938
C -5.994 2.532 -1.113
I -3.648 4.720 -0.689
N -0.829 1.288 -1.094
H 1.867 2.270 1.785
H 1.282 0.547 1.019
H 3.114 0.903 1.284
H 3.399 2.138 -0.716
H 2.443 0.960 -2.583
H 1.990 -0.187 -1.153
H 0.155 1.851 -3.028
H 0.827 -0.783 -3.414
H -0.980 -0.346 -3.726
H 0.496 -1.795 -1.129
H -0.816 -2.631 -2.198
H -2.354 -1.816 -0.685
H -3.879 -0.320 -1.720
H -4.342 1.785 -3.044
H -2.620 2.493 -2.588
H -4.030 2.072 0.050
H -6.546 2.525 -0.059
H -6.315 1.607 -1.755
H -6.374 3.499 -1.695
H -0.459 1.193 -0.133
C 3.828 2.387 6.187
C 3.856 1.271 5.163
C 4.723 0.112 5.552
O 5.079 -0.435 4.294
C 5.040 0.598 3.401
O 5.466 0.543 2.261
O 4.463 1.707 3.957
H 3.355 3.280 5.767
H 3.278 2.084 7.083
H 4.841 2.679 6.483
H 2.834 0.950 4.928
H 4.191 -0.626 6.159
H 5.642 0.407 6.072
C -0.948 -3.795 2.753
C -1.427 -2.864 3.848
C -2.224 -1.697 3.348
O -2.012 -0.729 4.360
C -0.796 -1.014 4.915
O -0.200 -0.284 5.688
O -0.331 -2.226 4.484
H -0.209 -4.500 3.147
H -1.782 -4.358 2.324
H -0.453 -3.240 1.949
H -1.974 -3.430 4.612
H -3.289 -1.927 3.249
H -1.857 -1.290 2.399
C -1.360 6.704 -3.253
C 0.047 6.990 -3.737
C 0.991 7.398 -2.647
O 1.949 8.170 -3.350
C 1.300 8.693 -4.433
O 1.756 9.558 -5.161
O 0.067 8.123 -4.590
H -2.046 6.615 -4.103
H -1.395 5.777 -2.672
H -1.739 7.520 -2.630
H 0.431 6.135 -4.306
H 1.466 6.542 -2.160
H 0.530 8.034 -1.882
C 2.505 -8.063 4.904
C 1.470 -7.305 5.709
C 0.491 -8.187 6.422
O -0.643 -7.346 6.542
C -0.583 -6.470 5.496
O -1.487 -5.720 5.169
O 0.624 -6.547 4.858
H 3.055 -7.380 4.248
H 3.217 -8.573 5.560
H 2.035 -8.809 4.254
H 1.964 -6.608 6.397
H 0.848 -8.499 7.408
H 0.202 -9.076 5.849
C -2.022 -0.545 -8.707
C -1.126 -0.805 -7.514
C 0.010 -1.739 -7.801
O 0.279 -2.290 -6.523
C -0.898 -2.244 -5.830
O -1.094 -2.799 -4.763
O -1.830 -1.495 -6.494
H -2.937 -0.031 -8.393
H -1.512 0.068 -9.456
H -2.336 -1.482 -9.180
H -0.773 0.145 -7.094
H 0.891 -1.222 -8.193
H -0.256 -2.558 -8.480
*
```

HOMO level   -12.18 eV
Max |F|   0.0940 hartree/bohr
LUMO energy   -3.908 eV
HOMO-LUMO gap   8.27 eV

***

(3)
Entry from OMol25: a molecular structure, C30H50BrIrN4O10P2S3 (the ωB97M-V functional and the def2-TZVPD basis).

ORCA input file:
```
! wB97M-V def2-TZVPD RIJCOSX def2/J DEFGRID3
* xyz 1 2
Ir -0.087 0.411 -0.098
O 1.706 1.034 0.722
C 2.683 1.354 0.022
C 2.651 1.918 -1.284
C 3.871 2.366 -1.823
C 3.897 2.943 -3.055
C 2.724 3.083 -3.815
C 1.529 2.652 -3.313
C 1.441 2.069 -2.023
O 0.270 1.753 -1.580
N 5.170 3.429 -3.595
O 5.152 3.917 -4.705
O 6.156 3.306 -2.898
H 3.672 1.227 0.476
H 4.791 2.266 -1.261
H 2.790 3.540 -4.792
H 0.614 2.758 -3.879
C -2.162 -0.439 -4.915
C -2.403 -0.690 -3.454
C -3.341 -1.609 -3.005
C -3.534 -1.785 -1.652
C -2.747 -1.076 -0.762
Br -3.142 -1.271 1.060
N -1.799 -0.214 -1.165
C -1.668 -0.022 -2.495
H -3.073 -0.592 -5.491
H -1.407 -1.128 -5.299
H -1.808 0.576 -5.089
H -3.934 -2.174 -3.714
H -4.288 -2.458 -1.271
H -0.934 0.714 -2.776
C -2.068 1.274 3.911
N -0.995 2.200 3.574
C -0.631 2.543 2.354
S -1.523 2.010 0.945
N 0.371 3.390 2.177
C 1.170 3.991 3.234
H -2.462 1.549 4.886
H -1.694 0.249 3.952
H -2.859 1.341 3.171
H -0.324 2.363 4.312
H 0.606 3.580 1.217
H 0.521 4.493 3.955
H 1.825 4.731 2.786
H 1.775 3.244 3.748
C -0.334 -4.117 3.391
C -0.165 -3.387 4.712
C 0.898 -4.001 5.600
O 0.108 -1.954 4.520
P 1.154 -1.229 3.602
S 1.629 0.498 4.330
S 0.001 -1.201 1.807
O 2.291 -2.279 3.450
C 3.717 -2.178 3.106
C 4.066 -0.962 2.279
C 4.488 -2.249 4.406
H -0.414 -5.187 3.586
H 0.532 -3.953 2.748
H -1.230 -3.789 2.863
H -1.112 -3.359 5.248
H 1.825 -4.159 5.053
H 0.537 -4.962 5.966
H 1.096 -3.360 6.459
H 3.877 -3.073 2.508
H 4.032 -0.050 2.874
H 3.387 -0.884 1.436
H 5.079 -1.098 1.895
H 4.312 -1.349 4.997
H 5.554 -2.326 4.192
H 4.188 -3.117 4.992
C 0.348 -5.124 -2.811
C 0.572 -4.531 -1.431
C -0.721 -3.949 -0.884
C 1.165 -5.555 -0.475
O 1.573 -3.488 -1.632
P 1.796 -2.200 -0.754
O 1.754 -2.492 0.722
O 0.785 -1.145 -1.193
O 3.278 -1.784 -1.110
C 3.954 -1.799 -2.414
C 3.044 -1.230 -3.493
C 5.179 -0.925 -2.216
C 4.389 -3.222 -2.735
H -0.352 -5.957 -2.745
H 1.288 -5.493 -3.223
H -0.060 -4.373 -3.488
H -1.485 -4.727 -0.858
H -1.061 -3.137 -1.527
H -0.585 -3.562 0.129
H 0.430 -6.329 -0.255
H 1.461 -5.068 0.455
H 2.046 -6.022 -0.917
H 2.679 -0.244 -3.202
H 2.183 -1.880 -3.662
H 3.603 -1.138 -4.424
H 4.893 0.111 -2.050
H 5.814 -0.971 -3.101
H 5.754 -1.277 -1.359
H 3.535 -3.892 -2.782
H 5.076 -3.586 -1.970
H 4.899 -3.234 -3.698
*
```

HOMO level (spin up / spin down)   -10.93 / -10.97 eV
Max |F|   0.0284 hartree/bohr
⟨S²⟩   0.755
LUMO energy (spin up / spin down)   -3.371 / -4.324 eV
HOMO-LUMO gap (spin up / spin down)   7.56 / 6.64 eV

***

(4)
Entry from OMol25: a molecular structure, C30H50BrN3P2PtS (the ωB97M-V functional and the def2-TZVPD basis).

ORCA input file:
```
! wB97M-V def2-TZVPD RIJCOSX def2/J DEFGRID3
* xyz 4 5
C 0.066 4.865 -3.788
C -0.170 3.573 -4.366
C -0.413 3.512 -5.753
C -0.486 4.716 -6.483
N -0.298 5.903 -5.912
C -0.011 6.000 -4.608
C -0.288 2.385 -3.536
C -0.515 2.017 -2.289
C -0.853 2.279 -0.914
C -0.013 1.802 0.083
C -0.450 1.662 1.402
C -1.822 1.730 1.695
C -2.663 2.251 0.688
C -2.202 2.522 -0.574
Pt -0.460 0.402 -3.357
P 2.115 -1.030 -0.031
H -0.587 2.551 -6.235
H 0.274 5.009 -2.723
H -0.711 4.689 -7.557
H 0.143 7.020 -4.226
H -2.868 2.862 -1.381
H 0.952 1.403 -0.205
H -3.708 2.459 0.938
H 0.265 1.619 2.217
C 2.820 -2.736 0.162
C 3.996 -3.114 -0.737
H 1.969 -3.415 -0.025
H 3.082 -2.842 1.226
H 4.318 -4.129 -0.472
H 3.717 -3.128 -1.798
H 4.865 -2.454 -0.605
C 2.538 -0.535 -1.774
C 3.806 0.283 -2.004
H 1.658 0.045 -2.142
H 2.555 -1.455 -2.373
H 3.886 0.495 -3.079
H 3.774 1.256 -1.497
H 4.719 -0.249 -1.707
C 3.158 0.087 1.024
C 4.568 -0.399 1.361
H 2.562 0.220 1.945
H 3.193 1.071 0.524
H 5.002 0.321 2.069
H 4.555 -1.391 1.833
H 5.229 -0.428 0.481
Br -0.027 -0.878 1.781
P -1.294 -1.340 -2.271
C -0.271 -2.892 -2.107
C -0.893 -4.286 -2.252
H 0.170 -2.816 -1.097
H 0.561 -2.764 -2.817
H -0.078 -4.989 -2.477
H -1.361 -4.655 -1.328
H -1.625 -4.355 -3.067
C -2.215 -1.528 -0.640
C -3.270 -2.643 -0.541
H -2.663 -0.551 -0.427
H -1.442 -1.692 0.138
H -3.876 -2.461 0.362
H -3.972 -2.688 -1.386
H -2.814 -3.634 -0.425
C -2.785 -1.286 -3.357
C -2.798 -2.346 -4.432
H -2.731 -0.285 -3.829
H -3.672 -1.271 -2.722
H -3.438 -2.005 -5.250
H -1.808 -2.501 -4.869
H -3.196 -3.298 -4.069
C -2.279 -1.882 6.718
C -1.337 -1.372 5.640
N -2.040 -0.412 4.777
C -1.445 0.659 4.269
S -2.518 1.654 3.304
N -0.190 1.031 4.664
C -0.063 2.081 5.691
C 1.394 2.348 5.990
H -2.901 -1.073 7.120
H -1.687 -2.313 7.532
H -2.929 -2.665 6.315
H -0.467 -0.856 6.052
H -0.967 -2.190 5.006
H -2.944 -0.651 4.386
H 0.494 1.093 3.907
H -0.580 3.007 5.380
H -0.587 1.722 6.584
H 1.871 2.890 5.168
H 1.458 2.967 6.891
H 1.947 1.424 6.189
*
```

HOMO level (spin up / spin down)   -18.65 / -19.22 eV
Max |F|   0.0894 hartree/bohr
⟨S²⟩   6.044
LUMO energy (spin up / spin down)   -11.659 / -14.352 eV
HOMO-LUMO gap (spin up / spin down)   6.99 / 4.86 eV